The following is a quantum chemistry calculation of C43H33BaBrN4O2PSe2Te2 as an isolated structure in a non-equilibrium geometry, from the Open Molecules 2025 dataset.

Summary:
ΔE to the lowest compared entry with this formula, charge and spin = 2.5222 eV
molecular weight = 1299.1 g/mol
HOMO energy = -3.9 eV
lowest unoccupied orbital energy = 0.04413 hartree
frontier orbital gap = 0.188 Ha
max |F| = 2.8 eV Å⁻¹
E_tot = -10307.774925 Ha

Geometry as ORCA input:
```
! wB97M-V def2-TZVPD RIJCOSX def2/J DEFGRID3
* xyz -1 1
Ba -0.1451 0.1114 -1.5872
Br 7.0229 -1.1150 -2.6271
C 5.2637 -1.6923 -2.2137
C 4.8517 -2.9533 -2.6106
C 3.5612 -3.3698 -2.3102
C 2.6925 -2.5304 -1.6248
C 3.1264 -1.2739 -1.2438
C 4.4048 -0.8421 -1.5304
N 1.3533 -2.8765 -1.3385
C 1.1082 -4.0108 -0.8453
C -0.2714 -4.4900 -0.5769
C -0.4852 -5.8339 -0.3064
C -1.7777 -6.2680 -0.0578
C -2.8002 -5.3373 -0.0757
C -2.4844 -4.0108 -0.3534
N -1.2547 -3.5914 -0.6066
H 5.5231 -3.5965 -3.1618
H 3.2138 -4.3387 -2.6508
H 2.4421 -0.6663 -0.6978
H 4.7257 0.1470 -1.2334
H 1.9221 -4.6986 -0.5826
H 0.3503 -6.5226 -0.2865
H -1.9782 -7.3109 0.1505
H -3.8247 -5.6220 0.1224
H -3.2523 -3.2452 -0.3696
C 3.8837 -0.0055 6.2545
C 3.3689 -1.1597 5.6774
C 2.7582 -1.1009 4.4358
C 2.6292 0.1090 3.7492
C 3.1460 1.2580 4.3401
C 3.7710 1.2007 5.5803
P 1.8416 0.0324 2.0800
C 1.8017 1.8054 1.5895
C 2.9308 2.3290 0.9621
C 2.9691 3.6560 0.5579
C 1.8672 4.4735 0.7652
C 0.7340 3.9582 1.3784
C 0.7013 2.6346 1.7911
C 0.0789 -0.2717 2.4385
C -0.5069 -0.2413 3.7017
C -1.8746 -0.4679 3.8214
C -2.6196 -0.6998 2.6696
C -2.0016 -0.6922 1.4230
C -0.6217 -0.4876 1.2449
H 4.3712 -0.0483 7.2206
H 3.4486 -2.1086 6.1942
H 2.3620 -2.0056 3.9859
H 3.0552 2.2104 3.8322
H 4.1666 2.1077 6.0218
H 3.7837 1.6822 0.7796
H 3.8476 4.0435 0.0571
H 1.8822 5.5012 0.4254
H -0.1405 4.5844 1.5086
H -0.1922 2.2260 2.2500
H 0.0877 -0.0449 4.5872
H -2.3493 -0.4518 4.7956
H -3.6894 -0.8725 2.7477
H -2.6302 -0.8373 0.5445
Se 1.8155 0.1472 -6.8344
Te 1.3171 0.0000 -4.4846
Te -0.3787 2.4549 -3.8567
Se 0.8693 3.0209 -1.7897
O -4.0265 6.5999 1.7142
C -4.0553 6.3412 0.3831
O -4.3946 7.2142 -0.3644
C -3.6585 4.9723 -0.0539
C -3.2889 3.9436 0.8136
C -2.9367 2.7037 0.3338
C -2.9429 2.4424 -1.0392
C -3.3209 3.4661 -1.9167
C -3.6672 4.7101 -1.4189
N -2.5858 1.1387 -1.4338
C -2.6421 0.8669 -2.7040
C -2.4242 -0.5127 -3.3765
C -2.8251 -0.5757 -4.7051
C -2.5865 -1.7209 -5.4502
C -1.9161 -2.7711 -4.8622
C -1.5271 -2.6482 -3.5320
N -1.8693 -1.5957 -2.7934
H -3.7262 5.8203 2.1972
H -3.2633 4.0815 1.8905
H -2.6281 1.9022 0.9947
H -3.3437 3.3093 -2.9831
H -3.9479 5.5130 -2.0872
H -3.3705 1.3727 -3.3289
H -3.2872 0.2851 -5.1658
H -2.8899 -1.7627 -6.4875
H -1.6541 -3.6564 -5.4253
H -0.9931 -3.4416 -3.0268
*
```

***

The following is a quantum chemistry calculation of a 18-piece molecular cluster, C54H144O18 overall in a non-equilibrium geometry, from the Open Molecules 2025 dataset.

Summary:
ΔE to the lowest compared entry with this formula, charge and spin = 1.4692 eV
molecular weight = 1081.7 g/mol
HOMO energy = -9.4 eV
lowest unoccupied orbital energy = 0.01517 hartree
frontier orbital gap = 0.361 Ha
max |F| = 2.9 eV Å⁻¹
E_tot = -3498.037035 Ha

Geometry as ORCA input:
```
! wB97M-V def2-TZVPD RIJCOSX def2/J DEFGRID3
* xyz 0 1
C 19.9901 11.6445 13.1239
C 19.9547 10.2750 12.4837
C 21.3937 9.7201 12.4364
O 19.2536 9.3714 13.2249
H 20.6133 12.3566 12.5831
H 20.4444 11.6896 14.1137
H 18.9877 12.0664 13.1971
H 19.5404 10.3891 11.4820
H 21.9327 10.4167 11.7943
H 21.4354 8.7183 12.0087
H 21.8735 9.6342 13.4114
H 19.0593 8.5799 12.7176
C 21.3508 19.1777 7.8674
C 19.9724 19.7497 8.0757
C 19.8748 20.1673 9.5557
O 19.8344 20.8255 7.1814
H 22.2578 19.7256 8.1230
H 21.4359 18.8868 6.8204
H 21.4227 18.1842 8.3100
H 19.1799 19.0263 7.8842
H 19.7992 19.3343 10.2546
H 19.0422 20.8295 9.7932
H 20.7415 20.7614 9.8455
H 20.2118 20.6326 6.3200
C 10.0610 18.2381 15.7761
C 11.3155 18.5076 16.5823
C 11.0768 18.3954 18.1260
O 12.3982 17.5916 16.2683
H 9.6977 17.2413 16.0263
H 10.3145 18.2617 14.7162
H 9.3557 19.0250 16.0433
H 11.5522 19.5570 16.4067
H 11.0264 17.3653 18.4788
H 10.1620 18.9329 18.3753
H 11.9279 18.8328 18.6480
H 13.2416 17.9688 16.5291
C 16.8279 17.2924 12.9483
C 17.7031 18.4877 12.8159
C 16.9523 19.7480 12.4278
O 18.4367 18.7520 14.0116
H 17.2920 16.4184 13.4054
H 16.4533 16.9826 11.9727
H 15.9866 17.5988 13.5700
H 18.4407 18.2873 12.0387
H 16.1202 19.9573 13.1000
H 16.5654 19.6854 11.4107
H 17.6293 20.5998 12.4927
H 18.8303 17.9374 14.3328
C 17.2954 23.8879 9.1348
C 17.7955 23.7815 10.5558
C 19.3008 24.1433 10.8166
O 17.0260 24.4716 11.4972
H 16.3382 23.3901 8.9797
H 17.9917 23.4132 8.4435
H 17.2678 24.9579 8.9288
H 17.6792 22.7327 10.8292
H 19.5730 25.0376 10.2562
H 20.0207 23.4288 10.4176
H 19.5798 24.2291 11.8668
H 17.2372 25.3920 11.3245
C 13.2410 24.0723 17.9121
C 13.0489 22.7506 17.2045
C 12.8036 22.8610 15.7606
O 14.2304 21.9859 17.4659
H 13.4951 23.9137 18.9601
H 12.2150 24.4399 17.8942
H 13.9130 24.7739 17.4180
H 12.1920 22.2011 17.5940
H 12.6019 21.8293 15.4722
H 13.6677 23.2968 15.2591
H 11.8853 23.4211 15.5842
H 14.3054 21.8179 18.4081
C 16.7738 19.7616 17.1031
C 15.7384 19.0138 16.3539
C 15.9539 17.5144 16.4253
O 14.4919 19.3165 16.9204
H 16.7800 19.5080 18.1632
H 16.6259 20.8395 17.0357
H 17.7321 19.5516 16.6282
H 15.7630 19.3305 15.3112
H 16.0813 17.2341 17.4709
H 16.8659 17.2463 15.8919
H 15.0854 16.9704 16.0540
H 14.4639 20.2682 17.0436
C 22.5257 18.4115 16.2740
C 21.4776 19.4119 16.8647
C 20.6663 18.7464 17.9632
O 22.2122 20.4822 17.3680
H 23.1372 17.9337 17.0394
H 23.2519 18.8662 15.6002
H 22.1009 17.5795 15.7125
H 20.8495 19.7962 16.0610
H 21.2960 18.4519 18.8027
H 20.0746 17.9123 17.5859
H 19.9455 19.4462 18.3860
H 22.8587 20.1684 18.0046
C 16.3901 18.5466 8.9085
C 15.8104 19.9450 8.6625
C 15.9314 20.4448 7.1941
O 14.4236 19.9825 8.9486
H 16.0002 17.8139 8.2019
H 16.2756 18.1195 9.9048
H 17.4667 18.6056 8.7484
H 16.3418 20.6345 9.3184
H 16.9959 20.6346 7.0565
H 15.3739 21.3570 6.9814
H 15.6642 19.6165 6.5380
H 14.0466 19.2361 8.4771
C 8.7549 18.4691 11.7889
C 9.8285 17.8552 10.8694
C 11.2843 18.0892 11.3171
O 9.6914 16.4328 11.0182
H 8.8317 18.0606 12.7965
H 7.7506 18.2182 11.4473
H 8.8267 19.5567 11.7810
H 9.6886 18.1537 9.8305
H 11.4571 17.8568 12.3679
H 11.5597 19.1171 11.0812
H 12.0839 17.5221 10.8404
H 9.6818 16.1211 11.9262
C 20.8567 21.8810 12.9728
C 22.2552 21.2450 12.6396
C 22.4105 19.7422 12.3788
O 22.7056 21.8444 11.4893
H 21.0163 22.9305 13.2201
H 20.3979 21.4277 13.8516
H 20.1587 21.8825 12.1357
H 22.9709 21.5699 13.3948
H 23.2447 19.3568 11.7926
H 21.5292 19.3958 11.8390
H 22.5710 19.2800 13.3528
H 22.7204 22.7945 11.6262
C 17.4082 24.6964 16.3591
C 17.7524 24.2115 14.9155
C 17.0925 22.8985 14.4389
O 17.2482 25.2432 14.0773
H 17.6742 25.7396 16.5300
H 17.9668 24.0674 17.0523
H 16.3546 24.5185 16.5744
H 18.8413 24.1820 14.8757
H 17.4955 22.0866 15.0443
H 17.3136 22.8059 13.3756
H 16.0042 22.9202 14.4951
H 17.0116 24.9161 13.2063
C 12.1566 12.6838 16.5074
C 12.0779 14.1341 16.9440
C 13.4208 14.6807 17.4821
O 11.7777 14.9147 15.8069
H 12.2707 12.0148 17.3602
H 13.0029 12.5214 15.8400
H 11.2507 12.3870 15.9788
H 11.2505 14.2155 17.6490
H 14.1883 14.7676 16.7131
H 13.8528 14.0774 18.2805
H 13.2656 15.6806 17.8873
H 11.7658 15.8496 16.0244
C 20.0705 15.9729 9.4458
C 19.7792 14.4783 9.4885
C 18.4071 14.1040 9.9628
O 20.0502 14.0037 8.1737
H 19.7194 16.4932 10.3369
H 19.6430 16.4536 8.5658
H 21.1121 16.2754 9.3379
H 20.5525 13.9938 10.0847
H 17.6380 14.6460 9.4126
H 18.3562 14.3668 11.0194
H 18.1221 13.0568 9.8615
H 19.2490 14.0639 7.6483
C 20.9766 16.3878 13.0101
C 20.3571 15.4707 14.0807
C 21.4057 14.5571 14.8060
O 19.6921 16.3656 14.9706
H 20.2403 16.9546 12.4402
H 21.4189 15.7306 12.2614
H 21.7284 17.1099 13.3284
H 19.6187 14.8404 13.5850
H 22.1723 15.1452 15.3106
H 21.9917 13.9417 14.1233
H 20.9364 14.0242 15.6330
H 19.3762 15.9458 15.7741
C 17.3475 13.1238 17.8730
C 18.0677 13.6165 16.5843
C 16.9997 13.8392 15.5144
O 18.7080 14.8599 16.9094
H 16.6692 13.8643 18.2968
H 18.1188 12.9778 18.6292
H 16.7201 12.2383 17.7706
H 18.8053 12.8727 16.2831
H 16.2119 14.5194 15.8384
H 16.4567 12.9432 15.2136
H 17.4729 14.2594 14.6270
H 19.1081 14.8582 17.7820
C 13.4427 23.6406 11.8453
C 13.7901 22.2461 11.4182
C 13.4660 21.1758 12.4114
O 13.1737 22.0541 10.2156
H 12.5635 23.5838 12.4872
H 13.2740 24.3622 11.0460
H 14.2823 23.9669 12.4590
H 14.8756 22.1785 11.3465
H 14.0069 21.3207 13.3466
H 13.7915 20.1727 12.1358
H 12.4383 21.0670 12.7578
H 13.6104 21.2986 9.8154
C 14.9015 13.9145 11.8038
C 14.4473 14.7442 12.9836
C 13.4881 15.9369 12.6728
O 13.7453 13.9462 13.9323
H 15.2275 14.5117 10.9522
H 14.1155 13.2642 11.4196
H 15.7034 13.2451 12.1149
H 15.2895 15.2515 13.4541
H 12.6404 15.6440 12.0534
H 14.0258 16.6282 12.0238
H 13.1363 16.5257 13.5198
H 13.2029 14.5198 14.4785
*
```

***

The following is a quantum chemistry calculation of the molecule C25H27N7O3S in a non-equilibrium geometry, from the Open Molecules 2025 dataset.

Summary:
molecular weight = 505.6 g/mol
SMILES string = CCc1cccc(CC)c1-n1c(SCC(=O)c2c(N)n(C)c(=O)n(C)c2=O)nnc1-c1cccnc1
HOMO energy = -8.3 eV
lowest unoccupied orbital energy = 0.01572 hartree
frontier orbital gap = 0.322 Ha
max |F| = 1.1 eV Å⁻¹
E_tot = -1976.157055 Ha

Geometry as ORCA input:
```
! wB97M-V def2-TZVPD RIJCOSX def2/J DEFGRID3
* xyz 0 1
C -2.8422 -0.1865 -3.2287
H -2.6153 -0.2414 -4.2905
H -2.2555 0.6224 -2.7987
H -3.8970 0.0545 -3.1115
C -2.5224 -1.5233 -2.5545
C -2.9250 -1.5225 -1.1063
C -4.1731 -2.0015 -0.7361
C -4.5792 -1.9789 0.5859
C -3.7272 -1.5016 1.5624
C -2.4622 -1.0253 1.2393
C -2.0903 -1.0137 -0.1057
N -0.8370 -0.4737 -0.4870
C 0.2796 -1.1875 -0.8213
N 1.2256 -0.3888 -1.2401
N 0.7693 0.8594 -1.1536
C -0.4672 0.8276 -0.7077
C -1.2462 2.0251 -0.4727
C -0.5758 3.2569 -0.4738
N -1.1744 4.4099 -0.2687
C -2.4798 4.4132 -0.0500
C -3.2463 3.2582 -0.0317
C -2.6223 2.0416 -0.2488
H -3.2008 1.1308 -0.2522
H -4.3099 3.3041 0.1435
H -2.9243 5.3858 0.1135
H 0.4903 3.2884 -0.6522
S 0.3788 -2.9209 -0.6660
C 1.7270 -3.1001 0.5728
C 3.0075 -2.4951 0.0574
O 3.7570 -3.2118 -0.6078
C 3.2650 -1.0896 0.3006
C 4.1963 -0.4297 -0.5237
N 5.0059 -1.1191 -1.3238
H 5.4940 -0.6715 -2.0790
H 4.7997 -2.1290 -1.3433
N 4.2920 0.9262 -0.5119
C 3.5404 1.7300 0.3415
O 3.6386 2.9347 0.3210
N 2.7418 1.0671 1.2265
C 2.4934 -0.3065 1.2374
O 1.6784 -0.7323 2.0405
C 1.9921 1.8958 2.1562
H 2.6147 2.7366 2.4532
H 1.7261 1.2842 3.0156
H 1.0862 2.2765 1.6814
C 5.1670 1.6122 -1.4425
H 5.0649 2.6781 -1.2429
H 4.8634 1.4167 -2.4722
H 6.2050 1.3147 -1.2855
H 1.8432 -4.1805 0.6555
H 1.3888 -2.6570 1.5052
C -1.5342 -0.5754 2.3304
C -1.1840 -1.7429 3.2548
H -2.0504 -2.0724 3.8229
H -0.8175 -2.5837 2.6706
H -0.4020 -1.4410 3.9454
H -0.6067 -0.1813 1.9167
H -2.0095 0.2202 2.9107
H -4.0408 -1.4946 2.5952
H -5.5592 -2.3432 0.8550
H -4.8312 -2.3932 -1.4973
H -3.0667 -2.3184 -3.0669
H -1.4564 -1.7369 -2.6561
*
```

***

Question: What is the formula in the second record?
Answer: C54H144O18

***

Question: Which of these has the lowest frontier orbital gap?
Answer: C43H33BaBrN4O2PSe2Te2